Molecular formula: C25H49Br14N3O
Method: DFT, the ωB97M-V functional and the def2-TZVPD basis

Computed properties:
Net charge: 0
E_LUMO: 0.110 eV
HOMO-LUMO gap: 9.54 eV
Energy relative to the best compared isomer or geometry (same formula, charge and spin): 0.0 kcal per mole
Molecular weight: 1526.3 Da

Cartesian coordinates (Å):
C -0.5224 1.1135 -1.7905
O -1.6362 1.1061 -2.2884
N -0.1849 0.8612 -0.5178
C 1.1934 0.8248 -0.1072
C -1.1751 0.4922 0.4680
H 0.3624 1.3245 -2.4228
H 1.8596 1.5291 -0.6119
H 1.6581 -0.1574 -0.2424
H 1.3320 1.0717 0.9462
H -1.2593 1.2295 1.2755
H -2.1737 0.3158 0.0885
H -0.8051 -0.3697 1.0226
C -5.3807 0.3387 -0.8270
C -5.3652 1.8580 -1.1069
C -4.7364 2.6683 0.0162
C -5.4026 2.5516 1.3048
N -5.9900 2.4858 2.2918
H -5.6401 -0.2272 -1.7216
H -6.0206 0.1567 0.0324
H -4.3651 -0.0342 -0.6544
H -6.4003 2.1749 -1.2591
H -4.9022 2.1191 -2.0583
H -4.6822 3.7417 -0.1799
H -3.7056 2.3473 0.2075
C -0.6232 -4.0459 2.8426
C -0.3608 -3.7072 4.3038
C -0.9956 -2.3994 4.7231
C -0.5312 -1.1804 4.0354
N -0.1583 -0.2307 3.5069
H -0.2114 -5.0264 2.5880
H -0.1803 -3.3903 2.0911
H -1.6861 -4.1132 2.6194
H 0.7070 -3.5972 4.5158
H -0.6932 -4.4935 4.9803
H -0.9173 -2.2180 5.7951
H -2.0527 -2.4300 4.4289
Br 1.7954 1.7562 6.2763
C 1.8830 2.5518 4.4347
C 2.9900 1.8317 3.7128
Br 3.4751 2.9020 2.1421
H 2.1484 3.5956 4.5754
H 0.9627 2.5076 3.8609
H 2.7431 0.8105 3.4262
H 3.8802 1.7354 4.3301
Br -0.2620 -3.3001 -1.2162
C -1.9975 -2.7655 -1.8784
C -3.1256 -3.5449 -1.2302
Br -3.3273 -5.3088 -2.0948
H -2.0949 -2.8898 -2.9540
H -2.0038 -1.7025 -1.6452
H -4.0939 -3.0669 -1.1079
H -2.8531 -3.8079 -0.2073
Br 3.0583 -2.8217 2.7448
C 3.6538 -2.2509 0.9454
C 5.1469 -2.1217 0.8913
Br 5.6608 -0.5807 1.9894
H 3.0968 -1.3449 0.7223
H 3.2979 -2.9377 0.1723
H 5.4775 -1.8411 -0.1073
H 5.6857 -3.0006 1.2282
Br 4.1611 2.8396 -1.4107
C 4.7374 4.6268 -1.8914
C 3.7237 5.6735 -1.4508
Br 4.1682 7.3855 -2.2111
H 4.8145 4.6349 -2.9760
H 5.7310 4.7990 -1.4887
H 3.7220 5.7946 -0.3722
H 2.7411 5.4119 -1.8308
Br 0.2141 -0.2517 -5.7936
C 1.3295 1.3266 -5.3944
C 0.7329 2.6130 -5.9248
Br 2.0150 4.0426 -5.4525
H 2.3087 1.1231 -5.8201
H 1.4748 1.3806 -4.3196
H -0.1762 2.8905 -5.3986
H 0.4686 2.4963 -6.9735
Br -3.1173 -1.9425 1.5785
C -3.6525 -0.3293 2.5735
C -4.6974 -0.5632 3.6466
Br -6.2238 -1.4653 2.9035
H -4.0562 0.3831 1.8563
H -2.7794 0.1442 3.0205
H -5.0381 0.3742 4.0841
H -4.3354 -1.1430 4.4952
Br 5.2997 -1.7282 -5.3527
C 4.1752 -2.8465 -4.1734
C 2.7917 -2.2237 -4.0456
Br 2.6977 -0.7394 -2.7644
H 4.6662 -2.9261 -3.2082
H 4.1279 -3.8452 -4.5984
H 2.1412 -2.9977 -3.6272
H 2.2819 -2.0330 -4.9857

---

Molecular formula: H10O5
Method: DFT, the ωB97M-V functional and the def2-TZVPD basis

Computed properties:
Net charge: +1
E_LUMO (spin up / spin down): -3.760 / -10.760 eV
HOMO-LUMO gap (spin up / spin down): 11.42 / 4.42 eV
Energy relative to the best compared isomer or geometry (same formula, charge and spin): 8.8 kcal per mole
Spin multiplicity: 2
Molecular weight: 90.1 Da

Cartesian coordinates (Å):
O 2.2948 -0.4692 -1.4507
O -0.0308 -2.0406 -1.4485
O -2.7542 0.5012 0.2621
O -0.8868 1.2972 2.1267
O 1.0936 1.0880 0.5669
H 3.0710 -0.9166 -1.1003
H -0.5187 -2.6269 -0.8417
H -3.0987 1.3880 0.4877
H -0.0316 1.2775 1.5443
H 1.4483 0.3013 0.1051
H 1.5468 -1.0897 -1.3823
H -0.7772 -1.7479 -1.9886
H -1.8101 0.6577 0.4263
H -0.7416 0.6122 2.8176
H 1.1951 1.7679 -0.1247

---

Molecular formula: CH5NP2
Method: DFT, the ωB97M-V functional and the def2-TZVPD basis

Computed properties:
Net charge: 0
E_LUMO: -0.261 eV
HOMO-LUMO gap: 8.65 eV
Energy relative to the best compared isomer or geometry (same formula, charge and spin): 15.3 kcal per mole
Molecular weight: 93.0 Da

Cartesian coordinates (Å):
C 1.7790 -0.3120 0.1719
N -0.6057 0.3795 0.2813
P 0.0885 -0.9656 -0.1474
P -2.4271 0.1215 0.0444
H 1.7066 0.7034 0.0544
H 2.0302 -0.5949 1.2513
H 2.5378 -0.6939 -0.4006
H -2.6543 1.4730 -0.0204
H -2.4551 -0.1111 -1.2349

---

Molecular formula: C15H12N2O
Method: DFT, the ωB97M-V functional and the def2-TZVPD basis

Computed properties:
Net charge: 0
E_LUMO: 0.481 eV
HOMO-LUMO gap: 8.65 eV
Energy relative to the best compared isomer or geometry (same formula, charge and spin): 71.5 kcal per mole
Molecular weight: 236.3 Da

Cartesian coordinates (Å):
O -0.3721 2.3800 -2.3920
C -0.1058 1.2860 -1.8278
C -0.2237 -0.8597 -0.2252
C 0.3620 0.2183 0.3114
C 1.2713 0.0239 4.4233
C 2.1934 -0.4207 3.5591
C 0.2341 0.7844 4.0173
C -1.6576 -1.2640 -4.1751
C -1.7224 -2.3581 -3.3170
C 1.9092 -0.2679 2.1871
C -0.1571 0.9939 2.7110
C -1.1819 -0.0369 -3.7755
C -1.3244 -2.2223 -1.9505
C 0.6718 0.2959 1.7588
C -0.6092 -0.0115 -2.4712
C -0.6994 -1.0808 -1.5821
N 0.7436 2.5673 0.0615
N 0.5019 1.3066 -0.5568
H -0.3660 -1.6452 0.5024
H 1.6130 -0.1012 5.4562
H 3.0738 -0.8926 3.9541
H -0.3994 1.2963 4.7405
H -2.0312 -1.3146 -5.2049
H -2.2875 -3.3337 -3.5469
H 2.6284 -0.7106 1.4005
H -1.0103 1.5554 2.3025
H -1.3095 0.7071 -4.5575
H -1.5710 -2.9616 -1.1981
H 0.0819 3.2534 -0.3698
H 1.7444 2.8128 -0.2354

---

Molecular formula: C15H24N4OOsS5Si2
Method: DFT, the ωB97M-V functional and the def2-TZVPD basis

Computed properties:
Net charge: 0
E_LUMO (spin up / spin down): 0.034 / -2.113 eV
HOMO-LUMO gap (spin up / spin down): 7.84 / 5.75 eV
Energy relative to the best compared isomer or geometry (same formula, charge and spin): 8.5 kcal per mole
Spin multiplicity: 5
Molecular weight: 683.1 Da

Cartesian coordinates (Å):
Os 0.5640 0.0670 -0.1896
S 5.2595 -0.6923 0.4539
C 3.6104 -0.5414 0.4663
S 2.6259 -1.6752 1.2599
S 2.8057 0.7508 -0.3634
N -2.1677 2.1840 0.5280
C -2.5269 0.9679 0.0931
N -1.6992 -0.0139 -0.1428
C -2.3419 -1.1439 -0.5953
C -3.6888 -1.0093 -0.7196
S -4.1939 0.5753 -0.2535
C -1.5528 -2.3190 -0.9003
C -2.0022 -3.4693 -1.4728
S -0.7018 -4.5658 -1.7525
C 0.3939 -3.3687 -1.0620
N -0.2016 -2.2871 -0.6563
N 1.7088 -3.5868 -1.0387
H -1.2287 2.2700 0.9048
H -2.8741 2.8209 0.8538
H -4.4082 -1.7292 -1.0467
H -2.9989 -3.7334 -1.7531
H 2.0724 -4.5014 -1.2409
H 2.2647 -2.9642 -0.4531
C -0.9319 -1.1382 -4.3906
Si 0.6655 -0.3193 -3.7043
C 1.0489 1.2254 -4.7679
C 2.1263 -1.5488 -3.8804
O 0.4511 0.0242 -2.1804
H -0.7971 -1.4293 -5.4266
H -1.7765 -0.4579 -4.3343
H -1.1845 -2.0258 -3.8184
H 1.2172 0.9265 -5.7973
H 1.9427 1.7284 -4.4129
H 0.2367 1.9453 -4.7540
H 2.3619 -1.7537 -4.9194
H 1.9001 -2.4923 -3.3931
H 3.0175 -1.1463 -3.4069
C -1.0708 3.6586 4.0828
Si 0.0961 2.1648 4.3606
C -0.6641 0.9943 5.6589
C 1.8189 2.7776 4.8916
C 0.2483 1.2747 2.7388
C 0.4261 0.6877 1.6791
H -1.1782 4.2409 4.9934
H -2.0656 3.3438 3.7805
H -0.6855 4.3237 3.3154
H -0.7684 1.4915 6.6190
H -0.0414 0.1174 5.8049
H -1.6479 0.6474 5.3571
H 1.7892 3.3195 5.8329
H 2.2416 3.4398 4.1421
H 2.5055 1.9452 5.0101

---

Molecular formula: C3H3Br3
Method: DFT, the ωB97M-V functional and the def2-TZVPD basis

Computed properties:
Net charge: 0
E_LUMO: -1.297 eV
HOMO-LUMO gap: 7.66 eV
Energy relative to the best compared isomer or geometry (same formula, charge and spin): 88.5 kcal per mole
Molecular weight: 278.8 Da

Cartesian coordinates (Å):
C 0.5707 -0.4375 0.3637
C 1.4590 0.2888 -0.2979
C -1.7739 -0.2620 -0.7897
Br 1.8414 2.0822 0.2775
Br -2.6737 -1.5011 0.2323
Br -2.2006 1.4370 -0.2718
H 0.4873 -1.5838 0.2463
H -0.0560 -0.0892 1.1805
H 2.3459 0.0656 -0.9409

---

no.,maximum force (eV/Å)
1,1.524
2,1.332
3,4.230
4,3.966
5,2.841
6,2.550